Entry 1:
The following is a DFT calculation (the ωB97M-V functional and the def2-TZVPD basis) of 6 unconnected molecules or ions with the total composition C32H50N2O7S.

Last column: Löwdin charge in e.
Atoms and positions in Å:
S  -2.461  -2.994  -0.274  0.85
O  -5.329  -0.662  -4.931  0.06
O  2.828  -0.003  -0.778  0.06
O  4.132  -4.455  2.845  0.03
O  -3.545  1.615  -4.363  -0.10
O  -2.840  6.625  1.418  0.05
O  6.886  0.038  1.861  0.05
O  -3.307  2.293  1.452  -0.14
N  -1.794  3.599  -1.543  -0.08
N  -2.278  -3.577  2.823  -0.02
C  -2.935  6.859  2.609  -0.49
C  -6.460  -2.525  -5.878  -0.02
C  4.581  -2.296  1.955  -0.01
C  -2.746  -1.056  3.602  0.00
C  -2.711  8.245  3.154  -0.03
C  -1.052  -3.970  0.477  -0.40
C  -3.007  0.422  3.218  0.01
C  1.701  -1.867  -1.729  -0.02
C  3.996  -2.686  4.429  -0.02
C  -2.690  -1.653  1.011  -0.38
C  7.934  0.366  1.336  -0.49
C  -3.934  -2.133  -6.171  -0.01
C  -2.367  3.944  -0.207  -0.18
C  -2.834  3.307  -2.573  -0.18
C  9.142  -0.532  1.372  -0.02
C  4.227  -3.258  3.056  -0.49
C  8.072  1.687  0.626  -0.02
C  1.263  -5.288  0.284  -0.07
C  -3.100  0.907  1.728  -0.21
C  -2.772  1.782  -3.132  -0.37
C  0.049  -4.903  2.719  0.01
C  -2.549  -2.160  2.499  -0.21
C  -1.242  1.258  -3.304  -0.06
C  -3.280  5.774  3.594  -0.02
C  2.911  -1.019  -1.443  -0.50
C  -1.140  -4.128  2.044  -0.20
C  1.227  -5.462  1.838  -0.06
C  -5.249  -1.677  -5.597  -0.48
C  4.228  -1.476  -2.012  -0.03
C  -2.030  2.838  0.942  -0.14
C  -2.957  -0.180  0.636  0.00
C  0.096  -4.527  -0.391  -0.11
H  1.844  -2.868  -1.318  0.05
H  -6.634  -2.578  -6.955  0.09
H  -7.335  -2.076  -5.404  0.08
H  -2.644  4.031  -3.452  0.13
H  0.072  -4.333  -1.526  0.10
H  -2.469  5.656  4.317  0.09
H  3.749  -3.494  5.121  0.08
H  8.321  1.520  -0.424  0.09
H  1.530  -1.920  -2.807  0.09
H  -3.618  8.601  3.648  0.09
H  3.161  -1.981  4.402  0.09
H  5.512  -1.780  2.197  0.06
H  -3.300  1.130  -2.346  0.12
H  4.901  -2.187  4.781  0.09
H  5.011  -0.769  -1.726  0.08
H  -1.338  2.007  0.541  0.13
H  4.719  -2.848  1.022  0.08
H  9.438  -0.797  0.355  0.09
H  -1.213  0.376  -4.042  0.07
H  7.125  2.227  0.680  0.09
H  -3.413  4.829  3.061  0.07
H  0.824  -1.418  -1.258  0.08
H  9.964  -0.029  1.886  0.09
H  -6.315  -3.527  -5.469  0.09
H  -3.131  -4.088  2.501  0.13
H  8.846  2.288  1.107  0.09
H  -3.136  1.208  4.034  0.10
H  -1.423  3.357  1.779  0.12
H  -2.471  8.923  2.332  0.08
H  -1.944  4.978  0.088  0.10
H  -3.912  3.475  -2.226  0.12
H  4.170  -1.512  -3.102  0.08
H  4.483  -2.461  -1.614  0.08
H  -1.875  8.237  3.857  0.09
H  -4.291  0.994  -4.130  0.07
H  2.131  -6.006  2.298  0.09
H  3.772  -1.574  1.818  0.09
H  -1.249  4.427  -1.832  0.10
H  -3.676  -3.117  -5.774  0.09
H  -3.996  -2.168  -7.260  0.09
H  -3.030  0.156  -0.452  0.09
H  -0.814  0.871  -2.312  0.07
H  -4.212  6.020  4.107  0.09
H  -2.683  -1.411  4.696  0.10
H  -3.151  -1.425  -5.887  0.08
H  8.897  -1.447  1.915  0.08
H  2.117  -5.660  -0.378  0.09
H  0.086  -5.052  3.861  0.10
H  -3.506  4.060  -0.186  0.12
H  -0.560  2.083  -3.725  0.08

Values from the calculation:
**HOMO level**: -8.0 eV
**SMILES**: C[C@H](O)CNCCOc1ccc2c(c1)Sc1ccccc1N2.CC(C)=O.CC(C)=O.CC(C)=O.CC(C)=O.CC(C)=O
**Molecular weight**: 606.8 g mol⁻¹
**E_tot**: -62133.000 eV
**Total charge**: 0

---

Entry 2:
The following is a DFT calculation (the ωB97M-V functional and the def2-TZVPD basis) of a molecular structure, C32H51AsBr2N4OS3Si4Tl.

Last column: Löwdin charge in e.
Atoms and positions in Å:
Tl  -0.576  -0.264  -0.550  0.55
Br  -6.010  -1.621  -4.756  0.81
Br  -0.349  3.586  -6.548  0.81
As  -0.100  1.890  1.307  0.82
S  -3.223  0.091  -0.121  0.61
S  -4.178  -2.684  0.620  0.71
S  -0.060  -7.767  1.769  0.71
Si  0.105  4.221  0.726  0.35
Si  -1.639  1.856  3.167  0.35
Si  4.374  -1.145  -1.950  0.46
Si  2.015  1.160  2.157  0.33
O  -4.147  -0.561  2.151  -0.27
N  -0.414  -2.757  0.080  0.00
N  -0.677  1.227  -2.570  0.04
N  -1.876  -1.240  -2.650  0.04
N  0.034  -7.700  -0.845  0.09
C  -0.490  2.636  -4.925  -0.65
C  0.785  5.119  2.242  -0.20
C  0.361  2.932  -3.871  -0.08
C  -4.757  -1.361  3.168  -0.10
C  -0.104  -7.020  0.304  -0.83
C  -3.798  -2.551  -3.216  -0.08
C  2.592  -0.778  -1.543  -0.19
C  1.989  -0.732  2.221  -0.20
C  -2.582  -2.362  -2.579  -0.14
C  -1.422  1.622  -4.795  -0.04
C  1.423  -0.601  -1.267  -0.23
C  -3.372  2.387  2.677  -0.21
C  0.223  2.192  -2.713  -0.12
C  -1.076  3.046  4.523  -0.21
C  -2.348  -0.261  -3.435  -0.25
C  0.189  -3.449  -0.889  -0.15
C  -1.476  0.923  -3.594  -0.20
C  5.076  0.383  -2.793  -0.18
C  -0.238  -5.545  0.195  -0.22
C  -3.839  -1.121  0.984  -1.26
C  -3.569  -0.338  -4.080  -0.05
C  2.339  1.837  3.889  -0.21
C  0.301  -4.826  -0.873  0.01
C  -0.867  -4.816  1.198  -0.02
C  -1.433  0.069  3.746  -0.20
C  5.240  -1.501  -0.316  -0.18
C  1.284  4.640  -0.699  -0.21
C  -0.928  -3.440  1.105  -0.13
C  3.320  1.788  0.947  -0.20
C  -1.655  4.753  0.304  -0.21
C  4.356  -2.663  -3.060  -0.18
C  -4.313  -1.500  -3.945  -0.66
H  0.116  -8.701  -0.799  0.10
H  1.110  3.706  -3.957  0.11
H  -3.946  0.500  -4.649  0.12
H  2.272  2.926  3.914  0.02
H  -2.061  1.353  -5.623  0.12
H  1.626  1.436  4.612  0.02
H  -2.171  -0.206  4.501  0.04
H  -4.843  -0.715  4.037  0.09
H  -0.089  -7.266  -1.744  0.10
H  4.517  0.625  -3.698  0.03
H  0.866  2.360  -1.858  0.08
H  5.032  1.248  -2.129  0.02
H  -3.443  3.475  2.652  0.03
H  4.317  1.491  1.280  0.04
H  -3.675  1.996  1.712  -0.03
H  -5.741  -1.706  2.852  0.09
H  -4.085  2.020  3.419  0.04
H  5.240  -0.622  0.331  0.01
H  -1.539  -0.619  2.903  0.00
H  0.599  -2.869  -1.707  0.09
H  5.368  -2.941  -3.360  0.03
H  0.740  4.771  -1.635  0.02
H  -1.659  5.600  -0.385  0.04
H  6.120  0.233  -3.075  0.03
H  3.772  -2.480  -3.963  0.03
H  -2.177  -3.153  -1.968  0.09
H  0.243  4.863  3.152  0.00
H  -1.444  4.055  4.331  0.03
H  1.839  4.876  2.392  0.03
H  1.893  -1.095  3.246  0.04
H  -2.200  5.056  1.199  0.03
H  1.164  -1.149  1.641  -0.03
H  1.777  5.588  -0.472  0.04
H  0.835  -5.318  -1.675  0.12
H  3.915  -3.513  -2.536  0.03
H  -1.482  2.735  5.489  0.04
H  0.709  6.199  2.098  0.04
H  -4.136  -2.229  3.392  0.08
H  6.280  -1.790  -0.484  0.04
H  2.069  3.899  -0.857  0.01
H  -0.440  -0.080  4.177  0.02
H  4.752  -2.316  0.219  0.03
H  -4.334  -3.482  -3.105  0.12
H  0.009  3.089  4.619  0.00
H  3.304  2.877  0.871  0.02
H  3.152  1.364  -0.046  0.00
H  -1.299  -5.336  2.041  0.10
H  -2.210  3.937  -0.163  0.02
H  2.909  -1.144  1.802  0.03
H  -1.402  -2.864  1.888  0.10
H  3.341  1.560  4.224  0.04

Values from the calculation:
**HOMO level**: -10.4 eV
**Molecular weight**: 1155.4 g mol⁻¹
**E_tot**: -311650.722 eV
**Total charge**: +1